ORCA calculation (the ωB97M-V functional and the def2-TZVPD basis) on C10H15N in the gas phase at a distorted geometry.

Calculated values
SMILES string	C1NC[C@]23C[C@@H]4C[C@]12C[C@@H]4C3
orbital gap	9.3	eV
charge	0
spin multiplicity	1
LUMO energy	0.99	eV

Each line ends with the Mulliken charge.
Positions of all 26 atoms, in Å:
C1 -1.423 -1.221 0.785  -1.20
C2 0.446 -0.324 2.090  -0.89
C3 0.527 0.260 0.601  0.51
C4 0.356 1.758 0.204  -1.06
C5 0.041 1.406 -1.266  -0.20
C6 -1.383 0.783 -0.972  -1.04
C7 -0.673 -0.376 -0.243  1.00
C8 0.009 -0.979 -1.426  -1.22
C9 1.007 0.190 -1.551  -0.12
C10 1.768 -0.063 -0.317  -1.10
H1 -1.773 -2.197 0.373  0.30
H2 -2.403 -0.695 0.769  0.30
H3 -0.943 -1.696 2.728  0.25
H4 1.449 -0.617 2.430  0.36
H5 0.130 0.561 2.712  0.26
H6 -0.363 2.325 0.812  0.45
H7 1.287 2.327 0.234  0.33
H8 0.080 2.259 -1.959  0.51
H9 -2.108 1.492 -0.486  0.43
H10 -1.764 0.459 -1.981  0.30
H11 0.438 -1.987 -1.255  0.43
H12 -0.646 -1.183 -2.249  0.39
H13 1.575 0.130 -2.491  0.49
H14 2.215 -1.114 -0.264  0.35
H15 2.555 0.629 -0.035  0.43
N1 -0.541 -1.328 1.890  -0.26